# 1
{"formula": "C19H14AsBBr2F4N3NdO8S2", "method": "ωB97M-V/def2-TZVPD", "gap_ev": [4.40, 4.41], "e_tot_ev": -290211.173, "molar_mass_g_mol": 942.24, "e_lumo_ev": [3.46, 3.46], "multiplicity": 4, "total_charge": -2, "elements": ["Br", "H", "B", "H", "H", "H", "C", "C", "As", "F", "F", "C", "O", "H", "H", "H", "C", "F", "S", "O", "C", "O", "C", "O", "H", "F", "O", "C", "C", "N", "N", "O", "C", "C", "H", "O", "Nd", "H", "C", "C", "Br", "C", "C", "C", "H", "S", "C", "H", "N", "O", "C", "H", "C", "C", "H"], "coordinates": [[-2.4035, 4.1850, -5.7284], [2.6447, 0.5497, 1.8877], [-1.3520, -2.0361, -2.4280], [1.3617, -2.3988, 4.9823], [-1.4710, 2.7431, 1.2146], [-3.3800, 3.0985, -3.1795], [3.1523, -4.7693, 3.3343], [3.2662, 0.1431, -2.9778], [0.9456, -0.6369, 2.7990], [-0.0084, -1.6600, -2.8038], [-1.3061, -2.0532, -0.9819], [1.9571, -2.2847, 2.9451], [2.1214, 0.6643, 2.6968], [-2.1102, -0.4335, 1.4587], [-4.1286, 2.9923, -1.3366], [-0.9796, 3.5143, 2.7543], [-1.7754, 1.9405, -2.2863], [-2.2393, -1.0578, -2.8499], [4.5480, 0.3455, -3.9820], [0.1211, -0.3560, 4.1803], [1.1581, 2.8901, 0.3871], [0.0242, -0.7994, 1.3941], [2.4949, -4.1420, 4.3808], [0.4556, 3.5817, 1.2886], [-0.3394, 1.9100, 2.3079], [-1.6786, -3.2812, -2.9215], [0.9220, 1.7247, 0.0317], [-3.8137, 0.8399, 1.2437], [-1.6246, 3.0896, -4.3752], [-0.5279, 1.4535, -2.4478], [2.3372, 0.0163, -2.2788], [2.7235, -0.7762, 0.4349], [-0.3297, 2.6322, -4.5394], [3.2162, -4.1655, 2.0873], [0.2748, 2.8821, -5.3974], [3.8682, -2.8008, -0.3679], [0.5469, -0.4750, -0.7366], [2.4418, -4.6216, 5.3513], [-3.7093, 2.2084, -0.7257], [-4.3457, 1.8190, 0.4210], [-5.9861, 2.6560, 0.9147], [-0.6708, 2.8718, 1.9348], [1.8965, -2.9048, 4.1875], [0.1485, 1.8050, -3.5376], [-4.2972, 0.5127, 2.1509], [2.7002, -2.2437, 0.2451], [2.6156, -2.9284, 1.8919], [3.6179, -5.7358, 3.4874], [-1.9380, 0.6655, -0.2547], [1.4217, -2.6024, -0.3997], [-2.3608, 2.7581, -3.2710], [1.1471, 1.3977, -3.6209], [-2.5987, 0.3111, 0.8421], [-2.4889, 1.5925, -1.0674], [3.7344, -4.6309, 1.2598]]}

# 2
{"formula": "C19H14AuBBrF4N3O3", "method": "ωB97M-V/def2-TZVPD", "gap_ev": [7.75, 5.13], "e_tot_ev": -115828.154, "molar_mass_g_mol": 696.01, "e_lumo_ev": [-1.08, -4.21], "multiplicity": 3, "total_charge": 0, "elements": ["O", "C", "N", "C", "H", "H", "C", "C", "F", "H", "H", "F", "C", "H", "C", "H", "Au", "O", "C", "C", "F", "N", "C", "C", "H", "C", "C", "N", "C", "H", "B", "Br", "H", "C", "C", "O", "H", "F", "H", "C", "C", "H", "C", "H", "C", "H"], "coordinates": [[-2.0726, -0.6206, -2.7065], [-1.4565, -1.3406, -3.5305], [-1.2066, -0.7997, -4.7633], [0.9943, 1.2921, -2.2623], [0.7181, -3.2170, 2.4905], [-1.2460, 0.2032, -4.8372], [-2.6893, 0.9856, 4.7839], [3.9757, 3.7386, -1.9281], [0.5749, -4.3551, 0.5047], [-0.1969, -2.2453, 4.7023], [4.8896, 4.0838, -2.4326], [1.2292, -3.1812, -1.3001], [0.0996, -2.3035, 2.5642], [-3.0977, 1.5387, 5.6404], [3.1689, 2.7843, -2.5599], [-0.7329, -3.1847, -4.0784], [-1.4221, -0.4260, -0.7165], [0.9746, 0.7991, -3.3824], [-2.7997, 0.7958, 2.3959], [-0.0920, -1.6141, 1.3917], [0.3203, -5.3773, -1.6450], [0.1764, 1.1042, -1.1673], [1.8190, 2.6491, -0.5881], [-0.9984, -0.5875, 1.2506], [4.4440, 4.7817, -0.1416], [2.1027, 2.2413, -1.8946], [-1.6860, -0.1566, 2.4231], [-1.0988, -2.6191, -3.3336], [-1.7992, -0.0541, 4.8698], [3.4473, 2.2367, -3.4412], [0.2719, -4.1765, -0.8430], [-3.7068, 1.2385, 0.8552], [-1.4699, -0.4634, 5.8163], [2.7136, 3.4917, 0.1135], [-1.2615, -0.6985, 3.6828], [0.1365, 1.9600, 1.0158], [-1.1312, -3.0212, -2.3841], [-1.0814, -3.6243, -0.8030], [0.3435, -2.0670, 0.5355], [0.6191, 1.8517, -0.0950], [-3.1105, 1.4612, 3.5360], [-0.6716, -1.2777, -5.5146], [3.6996, 4.1279, -0.6198], [2.5844, 3.6224, 1.1923], [-0.4259, -1.8126, 3.7354], [-3.8495, 2.2362, 3.4692]]}

# 3
{"formula": "C19H14AuN5O10", "method": "ωB97M-V/def2-TZVPD", "gap_ev": 7.38, "e_tot_ev": -51545.787, "molar_mass_g_mol": 669.31, "e_lumo_ev": -1.39, "total_charge": 0, "elements": ["H", "H", "O", "C", "C", "C", "Au", "C", "N", "C", "H", "C", "H", "N", "H", "H", "C", "C", "C", "N", "O", "H", "C", "C", "C", "O", "H", "H", "H", "O", "C", "C", "O", "O", "C", "C", "O", "O", "O", "H", "N", "C", "N", "H", "C", "C", "H", "O", "H"], "coordinates": [[3.1878, -4.7794, -0.1953], [-0.9434, 0.5604, 1.8686], [2.3821, -1.2620, 0.9777], [-0.2087, 2.5518, 2.2287], [-0.0832, 1.2178, 1.8808], [0.9245, 3.3454, 2.2035], [-0.5056, -0.3972, -1.7330], [2.2828, 1.5047, 1.5555], [0.7813, 4.7805, 2.4897], [-1.7343, 3.3542, -0.6802], [-4.7085, 3.9832, 0.1871], [-1.0048, 2.2769, -1.1110], [4.1374, -3.2010, -1.4012], [-1.3166, -5.2038, -0.0616], [3.2357, 1.0724, 1.2835], [3.2753, -1.6859, -1.0337], [3.2571, -2.6022, -1.6198], [-2.8939, 0.8659, -1.0250], [1.0894, -5.1392, -0.0185], [-1.6157, 1.1080, -1.2837], [-2.2906, -1.3564, -1.6699], [3.2138, -2.3834, -2.6824], [1.1553, 0.6928, 1.5231], [0.8307, -2.8991, -1.5204], [2.1757, 2.8445, 1.8893], [0.8195, -1.8244, -2.2179], [-2.1758, -4.7390, -0.3033], [-1.3322, -5.9908, 0.5588], [3.0300, 3.5048, 1.8824], [1.7881, 5.4236, 2.6988], [-0.1668, -4.6138, -0.4200], [1.2565, -0.7455, 1.0235], [-3.7890, 4.2169, 0.0117], [-0.3450, 5.2463, 2.4837], [2.1825, -4.4757, -0.4485], [-3.2823, -0.5903, -1.2608], [-4.4121, -0.9594, -1.0774], [1.1809, 3.1895, -1.3083], [0.1639, -1.2512, 0.6357], [-1.2616, 4.3127, -0.5155], [-0.2774, -3.5227, -1.1671], [-3.6874, 1.8934, -0.5812], [2.0761, -3.3784, -1.2288], [1.1753, -6.0136, 0.6073], [-3.0964, 3.1557, -0.4155], [0.4916, 2.2130, -1.3982], [-1.1593, 2.9862, 2.5035], [0.9289, 1.0090, -1.7473], [-4.7317, 1.7049, -0.3674]]}